Entry 1:
ORCA calculation (the ωB97M-V functional and the def2-TZVPD basis) on a 2-piece molecular cluster, C3H8N2 overall at a distorted geometry.

Each line ends with the Mulliken charge.
Atoms and positions in Å:
H -0.241 1.245 2.010  0.21
H -0.345 -1.808 -0.832  0.28
H -1.706 0.693 1.434  0.22
C -0.804 -0.987 -0.308  -0.62
H -0.087 1.139 -1.290  0.20
H -1.884 -0.897 -0.346  0.26
C -0.081 -0.310 0.685  0.68
H 0.638 0.658 -2.664  0.16
N 0.302 0.312 -1.748  -0.62
N -0.753 0.450 1.659  -0.57
H 1.816 -0.861 -0.139  0.26
C 1.275 -0.157 0.468  -0.73
H 1.867 0.521 1.070  0.26

Forces on the atoms, in the same order (eV/Å):
-0.0021 -0.0483 -0.0653
-0.1013 0.0737 -0.0496
0.0498 -0.0244 -0.0295
-0.0098 -0.1767 0.0346
0.0200 -0.0175 -0.1159
0.0397 -0.1093 -0.0174
0.5260 0.4620 -0.2948
-0.8765 -0.1397 -0.2965
1.1707 0.3335 0.4045
-0.1440 0.0463 0.1478
-0.0554 0.0345 -0.1328
-0.5794 -0.5469 0.4323
-0.0377 0.1127 -0.0173

LUMO energy (spin up / spin down): -0.1 / 0.0 eV
Kohn-Sham gap (spin up / spin down): 7.8 / 7.7 eV
HOMO level (spin up / spin down): -7.82 / -7.75 eV

=====

Entry 2:
ORCA calculation (the ωB97M-V functional and the def2-TZVPD basis) on a 2-piece molecular cluster, C3H8N2 overall at a distorted geometry.

Each line ends with the Mulliken charge.
Atoms and positions in Å:
C -0.452 -0.048 1.084  -0.38
C 1.270 1.170 2.096  -0.65
C -0.620 -0.728 -2.431  -0.27
H -0.071 -0.942 -1.523  0.26
H 1.411 0.287 2.730  0.30
H -1.297 -1.520 -3.997  0.24
H -0.868 0.302 -2.696  0.26
H 2.180 1.605 1.704  0.24
H -0.267 -0.986 1.655  0.21
N 0.271 0.965 1.093  -0.36
N -0.993 -1.770 -3.056  -0.48
H -1.376 -0.210 0.557  0.39
H 0.813 1.875 2.786  0.25

Forces on the atoms, in the same order (eV/Å):
0.0459 -2.0309 0.9576
-0.5060 -0.5199 0.6926
-0.4148 -1.0315 0.1402
-0.1086 0.5147 0.4432
0.5371 -0.2597 -0.2403
-0.7937 -0.0105 0.1548
0.4110 -0.0081 -0.2060
0.1583 -0.1302 -0.0828
0.4064 0.5730 0.4233
-0.6980 1.1161 -0.7231
0.9316 0.5350 -0.5688
-0.1335 0.7792 -0.9921
0.1642 0.4726 0.0013

LUMO energy: 1.1 eV
Kohn-Sham gap: 10.6 eV
Structure (SMILES): C=NC.C=N
HOMO level: -9.52 eV

=====

Entry 3:
ORCA calculation (the ωB97M-V functional and the def2-TZVPD basis) on a 3-piece molecular cluster, C3H8N2 overall at a distorted geometry.

Each line ends with the Mulliken charge.
Atoms and positions in Å:
H 0.655 1.836 0.025  -0.28
C -1.402 -0.563 -1.434  -0.35
H 1.987 -0.461 1.755  0.23
H -0.307 -2.137 0.706  0.23
C 0.105 -0.084 0.685  -0.12
N -0.654 -0.523 -0.358  0.23
H -1.449 0.293 -2.076  0.26
C 1.611 -0.386 0.733  -0.72
H 1.767 -1.365 0.182  0.26
N -0.872 -1.273 0.815  -0.58
H 0.365 2.640 -0.239  0.28
H -1.954 -1.441 -1.692  0.27
H 2.171 0.444 0.234  0.29

Forces on the atoms, in the same order (eV/Å):
-1.3364 3.3849 -0.9716
1.6276 0.8402 1.0233
-0.3401 -0.0209 -0.0851
-0.2634 0.0948 -0.1899
-0.0970 -0.0966 0.2967
-1.3076 -0.0336 -1.3797
0.6687 0.1447 -0.4626
-0.6553 -0.1204 -1.4476
0.3256 0.8428 0.5173
1.0489 -1.0559 0.9515
1.2444 -2.8626 0.8343
-0.5701 -0.2773 0.6250
-0.3452 -0.8400 0.2885

LUMO energy (spin up / spin down): 0.3 / 0.3 eV
Kohn-Sham gap (spin up / spin down): 7.6 / 7.6 eV
HOMO level (spin up / spin down): -7.36 / -7.36 eV

=====

Sequential energy relative to the best compared isomer or geometry (same formula, charge and spin) output: 121.0, 73.9, 178.1 kcal per mole
Sequential E output: -228.45576, -228.53085, -228.36481 Ha